Here is a molecular structure, C29H33NP2Se5TeTi in a non-equilibrium geometry from OMol25. Energies are from ωB97M-V/def2-TZVPD.

Values from the calculation:
net charge	+1
2S+1	2
relative energy (zero: lowest compared OMol25 entry of this formula, charge and spin)	0.0	kJ/mol
E	-407814.1855	eV
LUMO (spin up / spin down)	-3.55 / -3.56	eV
E_HOMO (spin up / spin down)	-10.414 / -10.567	eV
<S²>	0.7608
orbital gap (spin up / spin down)	6.86 / 7.01	eV

Element x y z (Å)
Te (-0.42, 2.73, 4.04)
Se (-2.34, -1.46, 3.28)
Se (0.08, 0.35, 4.97)
Se (-2.64, -3.52, 0.36)
Se (1.60, -0.66, 3.46)
Se (-2.19, 2.09, 2.37)
Ti (-0.34, 0.36, 2.27)
P (1.13, 1.85, 0.68)
P (0.17, -0.59, -0.17)
N (0.95, 0.82, -0.65)
C (1.31, -1.96, -0.51)
C (-3.38, 0.14, -2.01)
C (4.87, 3.30, 0.12)
C (5.63, 2.17, 0.35)
C (3.38, -2.84, -1.39)
C (-3.19, -3.83, -1.46)
C (0.92, -3.23, -0.11)
C (-2.37, 0.04, -1.06)
C (-1.06, -1.29, -2.59)
C (-4.01, -2.25, 0.91)
C (2.55, -1.75, -1.09)
C (-1.09, 5.73, -0.16)
C (-0.06, 5.73, 0.76)
C (5.04, 1.00, 0.83)
C (0.35, 3.41, 0.24)
C (1.35, 1.20, -2.00)
C (-1.41, 4.61, -0.91)
C (0.65, 4.56, 0.98)
C (-4.02, -1.99, 2.41)
C (-2.06, -1.19, -3.56)
C (2.91, 2.09, 0.75)
C (-0.67, 3.45, -0.71)
C (-3.21, -0.47, -3.25)
C (3.67, 0.96, 1.04)
C (3.00, -4.12, -0.97)
C (1.76, -4.32, -0.35)
C (-1.20, -0.66, -1.35)
C (-1.57, -3.19, 3.67)
C (3.50, 3.25, 0.30)
H (4.34, -2.74, -1.87)
H (2.87, -0.77, -1.33)
H (-1.72, -3.89, 2.85)
H (0.16, 6.61, 1.33)
H (-4.10, -4.41, -1.50)
H (0.72, 2.00, -2.43)
H (5.66, 0.12, 1.01)
H (-0.15, -1.84, -2.81)
H (6.71, 2.21, 0.23)
H (5.34, 4.20, -0.24)
H (-0.05, -3.37, 0.35)
H (-3.99, -0.35, -3.99)
H (1.37, 4.49, 1.79)
H (-0.94, 2.55, -1.23)
H (-3.86, -1.32, 0.37)
H (-3.29, -2.88, -2.00)
H (-4.27, 0.68, -1.82)
H (1.25, 0.33, -2.67)
H (-1.94, -1.65, -4.52)
H (2.87, 4.11, 0.06)
H (-1.67, 6.63, -0.31)
H (-2.36, -4.40, -1.92)
H (1.43, -5.31, -0.05)
H (-0.50, -2.99, 3.81)
H (-2.46, 0.57, -0.11)
H (-4.71, -1.19, 2.66)
H (-4.98, -2.68, 0.63)
H (3.16, 0.05, 1.39)
H (-1.99, -3.56, 4.60)
H (-2.20, 4.61, -1.63)
H (-4.35, -2.87, 2.98)
H (2.40, 1.49, -2.02)
H (3.66, -4.96, -1.13)

=====

Here is a molecular structure, C29H34AuN6S in a non-equilibrium geometry from OMol25. Energies are from ωB97M-V/def2-TZVPD.

Values from the calculation:
net charge	+1
relative energy (zero: lowest compared OMol25 entry of this formula, charge and spin)	94.4	kJ/mol
E	-54084.7934	eV
LUMO (spin up / spin down)	-4.39 / -4.39	eV
E_HOMO (spin up / spin down)	-9.713 / -9.713	eV
orbital gap (spin up / spin down)	5.32 / 5.32	eV

Element x y z (Å)
Au (-0.28, -1.14, -1.20)
S (1.43, 0.71, 1.29)
N (-1.68, -2.21, -0.02)
N (-0.13, -3.19, -1.85)
N (1.20, 2.86, 2.76)
N (-0.37, 0.98, -1.66)
N (1.68, 0.88, 3.89)
N (1.60, -0.70, -2.09)
C (-3.66, -0.84, 0.43)
C (-2.49, 1.24, -0.47)
C (-1.61, 1.70, -1.64)
C (1.45, 1.53, 2.75)
C (1.76, 3.46, -3.38)
C (1.90, 0.58, -2.14)
C (3.22, 1.08, -2.06)
C (1.79, 5.97, 4.60)
C (1.73, 5.03, 3.59)
C (-1.80, -3.50, -0.24)
C (-2.78, -6.54, -0.55)
C (-2.91, -5.67, 0.52)
C (1.32, 5.66, 5.86)
C (0.68, 3.48, 5.09)
C (-1.09, -3.98, -1.44)
C (-2.18, -6.26, -1.78)
C (0.72, 1.45, -2.23)
C (-2.39, -1.49, 1.01)
C (3.10, 3.38, -3.03)
C (2.52, -1.79, -2.01)
C (-3.37, 0.03, -0.79)
C (0.72, 2.64, -3.00)
C (-1.47, -5.15, -2.16)
C (-2.54, -4.35, 0.62)
C (3.73, 2.32, -2.39)
C (2.12, -2.97, -2.90)
C (1.21, 3.77, 3.83)
C (0.62, -3.29, -3.06)
C (0.76, 4.42, 6.10)
H (-2.85, -3.88, 1.54)
H (0.16, 2.54, 5.26)
H (-3.43, -6.07, 1.38)
H (0.37, 4.19, 7.08)
H (-1.81, 0.99, 0.35)
H (-2.25, -7.04, -2.52)
H (-2.14, 1.55, -2.59)
H (-2.90, -0.59, -1.56)
H (-2.67, -2.11, 1.86)
H (2.63, -3.85, -2.50)
H (-1.08, -5.19, -3.17)
H (3.73, 4.22, -3.30)
H (-3.20, -7.53, -0.43)
H (2.51, -2.80, -3.91)
H (4.79, 2.45, -2.19)
H (-1.42, 2.78, -1.52)
H (1.97, -0.09, 3.83)
H (2.54, -2.13, -0.96)
H (1.80, 1.37, 4.76)
H (2.22, 6.94, 4.40)
H (-4.13, -0.25, 1.22)
H (0.57, -4.28, -3.52)
H (1.18, 3.28, 1.84)
H (1.38, 6.39, 6.65)
H (-1.70, -0.72, 1.38)
H (-4.34, -1.63, 0.14)
H (3.53, -1.49, -2.29)
H (3.94, 0.38, -1.66)
H (-3.12, 2.07, -0.14)
H (-0.26, 2.96, -3.33)
H (1.49, 4.33, -3.97)
H (-4.32, 0.38, -1.20)
H (0.19, -2.57, -3.77)
H (2.09, 5.28, 2.60)

=====

Here is a molecular structure, C29H34BaCl3FI2N4O3 from OMol25. Energies are from ωB97M-V/def2-TZVPD.

Values from the calculation:
net charge	+2
relative energy (zero: lowest compared OMol25 entry of this formula, charge and spin)	44.7	kJ/mol
E	-99897.9455	eV
LUMO	-4.67	eV
E_HOMO	-12.735	eV
orbital gap	8.06	eV

Element x y z (Å)
Ba (0.21, -0.12, -0.50)
I (-1.03, 1.86, 2.38)
I (-1.61, -1.61, 2.37)
Cl (1.37, -5.52, -3.84)
Cl (-1.33, -4.45, -3.91)
Cl (-0.53, -6.23, -1.76)
F (2.05, 7.00, -2.62)
O (-1.19, 0.02, -2.73)
O (-2.30, 0.78, -0.96)
O (0.28, 2.48, -1.46)
N (0.75, -2.91, -1.45)
N (-0.56, 10.50, -5.14)
N (-2.43, 4.13, -4.05)
N (0.18, 8.20, -4.39)
C (3.93, 1.87, -0.55)
C (2.22, -0.29, 2.13)
C (0.00, -4.98, -2.88)
C (2.41, -1.58, 1.65)
C (0.74, 10.56, -4.38)
C (1.99, -2.79, 2.44)
C (-2.90, 4.47, -6.47)
C (3.56, 3.22, 0.06)
C (-1.31, 4.87, -3.69)
C (0.93, 6.32, -2.95)
C (-1.73, 2.30, -2.68)
C (0.01, 6.90, -3.84)
C (3.06, -1.72, 0.42)
C (-0.56, 2.98, -2.25)
C (-0.38, 4.32, -2.80)
C (-1.10, 6.17, -4.19)
C (-2.60, 2.89, -3.54)
C (-2.49, 0.32, 2.22)
C (3.58, 1.85, -2.04)
C (-1.84, 0.90, -2.12)
C (0.43, -3.81, -2.08)
C (-0.45, 9.54, -6.30)
C (3.51, -0.61, -0.28)
C (0.34, 8.32, -5.83)
C (0.97, 9.21, -3.69)
C (2.67, 0.83, 1.42)
C (0.74, 5.07, -2.43)
C (-3.40, 4.63, -5.04)
C (3.34, 0.69, 0.20)
H (1.50, -3.53, 1.80)
H (1.40, 8.41, -6.11)
H (3.91, 3.32, 1.09)
H (2.47, 3.37, 0.04)
H (2.04, 9.01, -3.70)
H (5.02, 1.76, -0.47)
H (0.68, 11.38, -3.67)
H (-0.04, 7.43, -6.33)
H (-2.73, 3.42, -6.70)
H (-0.84, 11.42, -5.46)
H (3.88, 0.92, -2.53)
H (4.04, -0.77, -1.22)
H (-1.97, 5.01, -6.63)
H (-3.49, 2.37, -3.88)
H (1.72, -0.14, 3.08)
H (2.51, 1.81, 1.85)
H (1.32, -2.52, 3.25)
H (1.47, 4.65, -1.76)
H (-1.82, 6.62, -4.86)
H (2.86, -3.27, 2.88)
H (1.51, 10.79, -5.11)
H (2.50, 1.99, -2.18)
H (-4.31, 4.06, -4.88)
H (4.09, 2.66, -2.55)
H (-3.64, 5.66, -4.80)
H (-3.65, 4.85, -7.16)
H (-2.95, 0.41, 1.24)
H (0.64, 9.25, -2.65)
H (3.23, -2.71, 0.02)
H (-1.47, 9.30, -6.60)
H (0.04, 10.08, -7.12)
H (4.02, 4.02, -0.52)
H (-1.28, 10.15, -4.51)
H (-3.19, 0.43, 3.03)

=====

Here is a molecular structure, C29H34Br2CeN8O from OMol25. Energies are from ωB97M-V/def2-TZVPD.

Values from the calculation:
net charge	+3
2S+1	2
relative energy (zero: lowest compared OMol25 entry of this formula, charge and spin)	67.0	kJ/mol
E	-197589.5859	eV
LUMO (spin up / spin down)	-8.20 / -8.18	eV
E_HOMO (spin up / spin down)	-16.760 / -16.762	eV
<S²>	0.7506
orbital gap (spin up / spin down)	8.56 / 8.58	eV

Element x y z (Å)
Ce (0.10, 0.03, -0.14)
Br (0.79, -5.85, -4.67)
Br (5.84, -0.15, -4.43)
O (1.54, 1.76, 0.93)
N (0.09, 2.26, -1.89)
N (2.17, 3.72, 0.03)
N (0.26, -2.22, -1.73)
N (2.39, -0.60, -1.28)
N (-2.72, 0.14, -0.44)
N (-1.19, 1.38, 1.73)
N (-1.44, -1.82, 1.00)
N (0.73, -0.75, 2.35)
C (3.31, -1.05, -3.45)
C (0.41, -2.17, 2.56)
C (4.58, 0.22, -1.87)
C (-0.43, -4.39, -2.53)
C (-0.40, 4.40, -3.67)
C (-1.29, 0.58, 2.97)
C (-2.89, -3.95, 2.06)
C (0.58, -4.40, -3.49)
C (-2.48, 1.93, 1.26)
C (0.80, 4.29, -2.97)
C (0.99, 3.24, -2.09)
C (-2.67, -2.12, 0.54)
C (-3.37, 0.82, 0.70)
C (-1.64, -3.62, 2.57)
C (-3.42, -3.17, 1.04)
C (1.86, 2.96, 1.07)
C (2.29, 3.18, -1.32)
C (0.11, 0.12, 3.38)
C (2.34, -1.23, -2.48)
C (-3.21, -1.25, -0.57)
C (4.46, -0.32, -3.15)
C (1.29, -2.26, -2.62)
C (3.52, 0.08, -0.99)
C (1.90, 3.62, 2.42)
C (-0.55, -3.28, -1.71)
C (-1.34, 3.40, -3.46)
C (1.46, -3.31, -3.52)
C (-1.05, 2.36, -2.60)
C (-0.95, -2.55, 2.01)
H (-4.33, 1.26, 0.41)
H (5.48, 0.73, -1.57)
H (-1.21, -4.17, 3.39)
H (-3.44, -4.78, 2.47)
H (-2.90, -1.64, -1.54)
H (1.57, 5.03, -3.12)
H (2.72, 4.34, 2.48)
H (-4.40, -3.38, 0.65)
H (3.06, 3.74, -1.84)
H (-1.11, -5.22, -2.44)
H (0.05, -0.39, 4.35)
H (1.17, -2.78, 2.06)
H (1.74, -0.66, 2.49)
H (-0.57, 5.21, -4.35)
H (2.03, 2.88, 3.20)
H (-2.30, 3.45, -3.96)
H (0.73, 1.01, 3.50)
H (3.20, -1.48, -4.43)
H (-3.05, 0.62, -1.28)
H (-3.56, 0.09, 1.49)
H (2.38, 4.71, 0.16)
H (-1.35, -3.27, -0.98)
H (-0.62, 2.18, 1.99)
H (2.27, -3.33, -4.22)
H (-2.26, 2.66, 0.48)
H (2.61, 2.14, -1.22)
H (-4.31, -1.28, -0.53)
H (3.59, 0.49, 0.01)
H (-1.76, 1.55, -2.50)
H (0.43, -2.44, 3.63)
H (-1.73, 1.17, 3.79)
H (-3.02, 2.44, 2.07)
H (0.98, 4.18, 2.61)
H (-1.93, -0.29, 2.79)

=====

Here is a molecular structure, C29H34Br2N9O2Y in a non-equilibrium geometry from OMol25. Energies are from ωB97M-V/def2-TZVPD.

Values from the calculation:
relative energy (zero: lowest compared OMol25 entry of this formula, charge and spin)	0.0	kJ/mol
E	-189261.4935	eV
LUMO	-0.95	eV
E_HOMO	-7.599	eV
orbital gap	6.65	eV

Element x y z (Å)
Y (1.72, -0.35, -0.79)
Br (1.02, 2.38, 1.91)
Br (4.47, 0.06, 1.65)
O (1.67, -1.47, 0.99)
O (-0.15, 0.39, -0.09)
N (5.39, 0.55, -3.38)
N (1.11, -1.86, -2.71)
N (4.00, -1.97, -0.24)
N (1.82, -6.16, -3.31)
N (1.24, 1.74, -2.63)
N (4.62, 1.58, -3.81)
N (1.20, 4.05, -4.20)
N (0.45, -4.06, -3.57)
N (3.66, 0.54, -2.09)
C (0.08, 2.44, -2.82)
C (-0.85, 2.02, 1.53)
C (4.50, -4.29, 0.02)
C (-3.41, 3.94, 4.18)
C (4.97, -2.75, 1.78)
C (4.49, -5.66, -0.57)
C (1.19, -1.43, 2.34)
C (-2.29, -1.79, 0.19)
C (2.35, 2.29, -3.16)
C (-1.12, 0.91, 0.65)
C (-3.11, 2.48, 2.12)
C (4.50, -1.73, 1.01)
C (-3.10, -0.58, -0.16)
C (-4.62, -0.86, 0.15)
C (-4.14, 3.22, 3.06)
C (0.84, -2.93, -3.14)
C (4.95, -4.06, 1.30)
C (0.07, 3.53, -3.66)
C (3.55, 1.51, -3.05)
C (-1.75, 2.79, 2.19)
C (4.81, -0.02, -2.32)
C (-5.06, 2.12, 3.65)
C (2.34, 3.48, -3.88)
C (4.09, -3.18, -0.73)
C (-3.12, -0.35, -1.70)
C (1.28, -5.13, -3.39)
C (-3.47, 1.50, 1.22)
C (-2.52, 0.64, 0.58)
C (-4.92, 4.25, 2.20)
H (-1.34, 3.61, 2.78)
H (1.39, -2.44, 2.79)
H (-1.27, -1.77, -0.20)
H (-2.79, 4.81, 3.85)
H (-5.51, 3.67, 1.42)
H (-2.71, 3.30, 4.68)
H (3.92, -3.33, -1.79)
H (-4.47, 1.37, 4.21)
H (0.13, -1.15, 2.44)
H (-2.17, -1.93, 1.30)
H (5.02, -6.38, 0.10)
H (-3.66, -1.18, -2.26)
H (5.18, -0.77, -1.68)
H (5.34, -4.91, 1.91)
H (5.33, -2.54, 2.78)
H (3.48, -6.07, -0.72)
H (5.10, -5.76, -1.46)
H (-4.90, -1.00, 1.19)
H (-0.82, 2.00, -2.38)
H (-2.07, -0.30, -2.12)
H (-5.81, 2.47, 4.40)
H (-5.59, 1.55, 2.89)
H (-4.91, -1.78, -0.34)
H (-2.73, -2.72, -0.20)
H (1.82, -0.69, 2.84)
H (-5.63, 4.80, 2.84)
H (-0.83, 4.11, -3.89)
H (-4.10, 4.29, 4.95)
H (6.26, 0.26, -3.85)
H (-4.52, 1.34, 1.04)
H (-4.24, 5.00, 1.75)
H (3.22, 3.84, -4.40)
H (-3.59, 0.63, -1.95)
H (-5.25, -0.08, -0.26)

=====

Here is a molecular structure, C29H34CrF6N9O7S2 from OMol25. Energies are from ωB97M-V/def2-TZVPD.

Values from the calculation:
net charge	+1
2S+1	5
relative energy (zero: lowest compared OMol25 entry of this formula, charge and spin)	67.2	kJ/mol
E	-124762.1069	eV
LUMO (spin up / spin down)	-2.35 / -2.50	eV
E_HOMO (spin up / spin down)	-11.361 / -11.475	eV
<S²>	6.0100
orbital gap (spin up / spin down)	9.01 / 8.98	eV

Element x y z (Å)
Cr (1.05, -0.91, 1.53)
S (2.46, -3.72, 0.28)
S (2.98, -4.56, 2.89)
F (-0.06, -3.93, 1.03)
F (3.08, -6.50, 4.60)
F (0.73, -5.67, -0.01)
F (0.25, -3.87, -1.11)
F (4.35, -6.80, 2.87)
F (2.20, -7.05, 2.69)
O (3.08, -3.82, -1.00)
O (-1.30, 5.88, 2.84)
O (4.09, -3.90, 3.51)
O (1.65, -4.22, 3.35)
O (1.41, -1.71, -4.01)
O (-0.37, -1.70, 3.27)
O (2.25, -2.35, 0.78)
N (0.62, -2.20, 5.26)
N (3.12, -4.64, 1.32)
N (-0.36, 3.33, 2.31)
N (1.80, -1.18, 3.48)
N (-0.07, -0.92, -0.23)
N (0.42, 2.30, -1.06)
N (0.45, 1.03, 1.96)
N (4.06, -0.80, 3.60)
N (0.09, -0.10, -4.92)
C (-2.93, 2.59, -2.01)
C (-3.99, 4.22, -3.42)
C (-2.00, 1.06, -5.61)
C (-2.77, 4.87, -3.59)
C (2.93, -1.24, 4.17)
C (-1.71, 3.24, -2.19)
C (-2.22, -1.11, -1.24)
C (-0.60, -2.88, 5.70)
C (2.94, -1.75, 5.50)
C (-0.44, 5.26, 3.77)
C (0.73, -4.34, 0.03)
C (0.80, -0.25, -6.20)
C (-1.64, -1.02, -2.50)
C (-0.53, 2.72, -1.57)
C (0.48, -0.92, -3.91)
C (0.48, -0.86, -1.44)
C (-1.36, 3.94, 1.42)
C (-0.75, 1.07, -4.74)
C (-1.63, 4.39, -2.98)
C (-1.40, -1.04, -0.13)
C (0.07, 2.11, 2.09)
C (3.17, -6.35, 3.28)
C (-0.27, -0.88, -2.61)
C (1.77, -2.23, 5.98)
C (-2.16, 4.94, 2.22)
C (0.30, -1.42, -7.01)
C (-4.07, 3.08, -2.63)
C (0.48, 4.28, 3.07)
C (0.64, -1.70, 3.98)
H (1.56, -0.81, -1.50)
H (-0.68, 4.89, -3.11)
H (-2.00, 3.15, 1.02)
H (-0.81, -3.71, 5.04)
H (-2.64, 0.20, -5.38)
H (-1.75, 1.01, -6.67)
H (-1.02, 1.14, -3.69)
H (-2.76, 4.43, 2.98)
H (0.45, -2.35, -6.47)
H (1.15, 4.80, 2.37)
H (-0.16, 1.96, -4.98)
H (4.94, -1.06, 4.01)
H (1.70, -2.68, 6.96)
H (-5.01, 2.58, -2.50)
H (-0.44, -3.24, 6.72)
H (4.06, -0.66, 2.60)
H (-2.72, 5.76, -4.20)
H (0.68, 0.69, -6.74)
H (-2.58, 1.97, -5.44)
H (-3.29, -1.24, -1.12)
H (-1.80, -1.11, 0.88)
H (-4.88, 4.61, -3.90)
H (1.08, 3.72, 3.78)
H (-0.76, -1.32, -7.25)
H (0.15, 6.05, 4.24)
H (-1.02, 4.74, 4.54)
H (-2.26, -1.07, -3.39)
H (-1.43, -2.18, 5.68)
H (1.87, -0.37, -5.98)
H (-2.82, 5.50, 1.57)
H (0.85, -1.49, -7.95)
H (3.84, -1.81, 6.07)
H (-0.85, 4.44, 0.59)
H (-2.97, 1.69, -1.41)